*P*
8
Properties=species:S:1:pos:R:3 method="wB97M-V/def2-TZVPD" total_charge=0 orbital_gap_ha=0.399 smiles="O=C(F)C(F)=C(F)F" homo_ev=-11.49
O -0.239 2.135 1.952
F 1.346 0.630 2.467
F 1.504 -1.140 0.569
F 0.828 -0.595 -1.649
F -0.532 1.581 -0.620
C 0.305 1.117 1.595
C 0.823 -0.278 -0.257
C 0.198 0.784 0.177

---

*Q*
8
Properties=species:S:1:pos:R:3 method="wB97M-V/def2-TZVPD" total_charge=0 orbital_gap_ha=0.388 smiles="O=C(F)C(F)=C(F)F" homo_ev=-10.88
O -1.850 0.644 -0.542
F -0.313 1.113 -2.071
F 1.444 -0.990 1.731
F -0.156 0.672 1.929
F 0.906 -1.335 -0.961
C -0.714 0.491 -0.950
C 0.460 -0.225 1.107
C 0.222 -0.371 -0.244

---

Stability summary - winner: *Q*; margin: 10.0 kcal/mol.